Record 1
The following is a quantum chemistry calculation of a molecular structure, C9H14AgFN3O6 in a non-equilibrium geometry, from the Open Molecules 2025 dataset.

As for the calculated total energy: -33010.8288 eV. The max |F| is 4.06 eV/A. Its expectation value of S² is 2.02. As for the multiplicity: 3. The HOMO-LUMO gap (spin up / spin down) is 3.4947 / 2.9905 eV. As for the charge: +1. Its LUMO energy (spin up / spin down) is -3.92 / -9.07 eV. The molecular weight comes out at 387.09 g mol⁻¹.

Last column: Löwdin charge in e.
Geometry (Å):
O 4.099 26.650 -7.838  0.04
H 10.095 26.164 -1.552  0.09
H 12.887 26.043 -4.711  0.14
H 6.758 31.084 -5.908  0.10
Ag 6.118 27.339 -4.443  0.62
H 13.827 27.539 -3.160  0.14
H 12.483 29.440 -2.249  0.13
C 10.188 28.007 -4.185  -0.22
H 10.607 26.309 -5.458  0.15
H 9.436 24.445 -1.381  0.11
C 12.023 28.747 -2.937  0.00
C 12.270 26.824 -4.291  -0.02
H 1.895 28.360 -6.609  0.10
O 6.833 28.643 -6.413  -0.08
O 6.334 29.389 -8.271  0.10
O 7.527 26.337 -2.815  -0.13
F 8.887 28.092 -4.412  0.10
N 8.133 26.073 -1.802  -0.44
H 8.354 30.652 -6.325  0.09
H 1.759 26.770 -5.888  0.11
C 10.694 28.946 -3.271  0.07
C 9.468 25.370 -1.958  0.07
O 7.765 26.269 -0.675  0.11
H 10.059 29.704 -2.835  0.14
H 7.283 31.631 -7.512  0.11
N 6.826 29.530 -7.181  -0.47
C 12.779 27.674 -3.382  0.00
C 2.091 27.302 -6.780  0.05
N 3.580 27.274 -6.876  -0.40
H 9.686 25.259 -3.020  0.08
H 1.653 27.046 -7.744  0.10
O 4.238 27.863 -6.010  -0.13
C 7.376 30.836 -6.771  0.06
C 10.966 27.019 -4.729  0.06

Cartesian forces (eV/Å) of the 2 atoms listed first:
O -1.255 1.390 2.304
H 0.629 -0.617 0.322


Record 2
The following is a quantum chemistry calculation of a single C9H14BN molecule in a non-equilibrium geometry, from the Open Molecules 2025 dataset.

Its SMILES is N#C[C@@H]1B2CCCC1CCC2. As for the calculated total energy: -11724.0435 eV. The max |F| is 7.48 eV/A. As for the multiplicity: 1. The HOMO-LUMO gap is 10.3219 eV. Its LUMO energy is 0.39 eV. The molecular weight comes out at 147.03 g mol⁻¹.

Last column: Löwdin charge in e.
Geometry (Å):
H 0.847 -1.109 1.918  0.14
C 2.624 -0.482 -0.161  -0.25
H 0.077 2.991 0.410  0.10
C 1.295 -0.794 -0.224  -0.22
H 0.098 1.924 -2.148  0.13
H 0.101 1.224 2.322  0.13
H 1.546 1.263 1.246  0.06
B 0.230 -0.221 -1.221  -0.27
H -1.477 -0.842 1.964  0.14
C -0.910 -1.133 1.034  -0.15
H 1.465 1.564 -1.184  0.07
H -2.196 0.266 -0.247  0.10
C 0.555 1.060 1.318  -0.12
C -0.014 1.950 0.202  -0.16
N 3.748 -0.226 0.031  0.17
H -2.677 -1.509 -0.059  0.12
C 0.497 -0.537 1.078  -0.26
C 0.436 1.370 -1.185  -0.09
C -1.847 -0.775 -0.194  -0.18
C -1.072 -1.013 -1.487  -0.11
H -0.608 -2.188 0.871  0.12
H -1.141 1.690 0.229  0.11
H -1.119 -1.934 -2.006  0.09
H 1.227 -2.118 -0.309  0.23
H -1.684 -0.420 -2.198  0.11

Cartesian forces (eV/Å) of the 2 atoms listed first:
H 1.288 0.342 0.469
C 4.793 1.267 0.850


- Among the records above, which one has the highest max |F|?
  C9H14BN


- What is the multiplicity in the second record?
  1


Please write out number 1 again, unchanged.
The following is a quantum chemistry calculation of a molecular structure, C9H14AgFN3O6 in a non-equilibrium geometry, from the Open Molecules 2025 dataset.

As for the calculated total energy: -33010.8288 eV. The max |F| is 4.06 eV/A. Its expectation value of S² is 2.02. As for the multiplicity: 3. The HOMO-LUMO gap (spin up / spin down) is 3.4947 / 2.9905 eV. As for the charge: +1. Its LUMO energy (spin up / spin down) is -3.92 / -9.07 eV. The molecular weight comes out at 387.09 g mol⁻¹.

Last column: Löwdin charge in e.
Geometry (Å):
O 4.099 26.650 -7.838  0.04
H 10.095 26.164 -1.552  0.09
H 12.887 26.043 -4.711  0.14
H 6.758 31.084 -5.908  0.10
Ag 6.118 27.339 -4.443  0.62
H 13.827 27.539 -3.160  0.14
H 12.483 29.440 -2.249  0.13
C 10.188 28.007 -4.185  -0.22
H 10.607 26.309 -5.458  0.15
H 9.436 24.445 -1.381  0.11
C 12.023 28.747 -2.937  0.00
C 12.270 26.824 -4.291  -0.02
H 1.895 28.360 -6.609  0.10
O 6.833 28.643 -6.413  -0.08
O 6.334 29.389 -8.271  0.10
O 7.527 26.337 -2.815  -0.13
F 8.887 28.092 -4.412  0.10
N 8.133 26.073 -1.802  -0.44
H 8.354 30.652 -6.325  0.09
H 1.759 26.770 -5.888  0.11
C 10.694 28.946 -3.271  0.07
C 9.468 25.370 -1.958  0.07
O 7.765 26.269 -0.675  0.11
H 10.059 29.704 -2.835  0.14
H 7.283 31.631 -7.512  0.11
N 6.826 29.530 -7.181  -0.47
C 12.779 27.674 -3.382  0.00
C 2.091 27.302 -6.780  0.05
N 3.580 27.274 -6.876  -0.40
H 9.686 25.259 -3.020  0.08
H 1.653 27.046 -7.744  0.10
O 4.238 27.863 -6.010  -0.13
C 7.376 30.836 -6.771  0.06
C 10.966 27.019 -4.729  0.06

Cartesian forces (eV/Å) of the 2 atoms listed first:
O -1.255 1.390 2.304
H 0.629 -0.617 0.322


Please write out number 1 again, unchanged.
The following is a quantum chemistry calculation of a molecular structure, C9H14AgFN3O6 in a non-equilibrium geometry, from the Open Molecules 2025 dataset.

As for the calculated total energy: -33010.8288 eV. The max |F| is 4.06 eV/A. Its expectation value of S² is 2.02. As for the multiplicity: 3. The HOMO-LUMO gap (spin up / spin down) is 3.4947 / 2.9905 eV. As for the charge: +1. Its LUMO energy (spin up / spin down) is -3.92 / -9.07 eV. The molecular weight comes out at 387.09 g mol⁻¹.

Last column: Löwdin charge in e.
Geometry (Å):
O 4.099 26.650 -7.838  0.04
H 10.095 26.164 -1.552  0.09
H 12.887 26.043 -4.711  0.14
H 6.758 31.084 -5.908  0.10
Ag 6.118 27.339 -4.443  0.62
H 13.827 27.539 -3.160  0.14
H 12.483 29.440 -2.249  0.13
C 10.188 28.007 -4.185  -0.22
H 10.607 26.309 -5.458  0.15
H 9.436 24.445 -1.381  0.11
C 12.023 28.747 -2.937  0.00
C 12.270 26.824 -4.291  -0.02
H 1.895 28.360 -6.609  0.10
O 6.833 28.643 -6.413  -0.08
O 6.334 29.389 -8.271  0.10
O 7.527 26.337 -2.815  -0.13
F 8.887 28.092 -4.412  0.10
N 8.133 26.073 -1.802  -0.44
H 8.354 30.652 -6.325  0.09
H 1.759 26.770 -5.888  0.11
C 10.694 28.946 -3.271  0.07
C 9.468 25.370 -1.958  0.07
O 7.765 26.269 -0.675  0.11
H 10.059 29.704 -2.835  0.14
H 7.283 31.631 -7.512  0.11
N 6.826 29.530 -7.181  -0.47
C 12.779 27.674 -3.382  0.00
C 2.091 27.302 -6.780  0.05
N 3.580 27.274 -6.876  -0.40
H 9.686 25.259 -3.020  0.08
H 1.653 27.046 -7.744  0.10
O 4.238 27.863 -6.010  -0.13
C 7.376 30.836 -6.771  0.06
C 10.966 27.019 -4.729  0.06

Cartesian forces (eV/Å) of the 2 atoms listed first:
O -1.255 1.390 2.304
H 0.629 -0.617 0.322